ORCA calculation (ωB97M-V/def2-TZVPD) on C48H52N3Sb3W as an isolated structure.

Geometry as XYZ:
```
107
Properties=species:S:1:pos:R:3:forces:R:3
C 3.9569 -4.6765 -1.8143 -0.01 0.00 0.03
H -3.8229 1.8389 -7.4658 0.00 0.00 0.00
H -1.8203 3.2432 -1.5856 0.01 -0.02 0.01
H 5.5154 -2.5920 -0.5998 0.00 0.00 0.02
H -1.9086 -3.2831 3.9372 0.00 0.00 0.00
C 2.9270 -2.5404 3.5763 0.00 -0.01 0.00
C -1.2970 -3.4223 1.8775 0.00 0.01 0.01
H 3.6894 2.9575 -3.3714 0.00 0.00 0.00
H -5.4348 2.7532 -5.8214 0.00 0.00 0.00
C -0.7808 -0.7394 2.0174 0.07 0.06 -0.01
H 3.2666 4.9900 -1.9573 0.00 0.00 0.01
C -1.2631 -1.3964 3.1325 -0.04 -0.04 0.01
H -1.2126 2.5153 -3.6948 0.00 -0.03 0.00
H 0.6127 4.3682 1.7454 0.00 0.00 0.00
H 5.2385 1.8079 0.2385 0.00 -0.01 0.01
C 5.0198 0.2886 -1.2691 -0.01 -0.01 0.01
C -0.3150 2.8844 2.9851 0.01 0.01 -0.02
H -1.4308 -0.8617 4.0557 0.01 0.01 0.00
C 0.5925 -2.9498 -2.1844 0.07 -0.04 0.06
C -3.8105 1.4947 -6.4406 0.00 0.00 0.00
H -0.0026 -2.1122 -1.7384 -0.01 0.11 -0.02
C 4.4824 -1.2451 -3.0836 -0.03 0.00 -0.03
C -2.9024 0.5242 -6.0450 0.00 0.01 0.00
H 5.6982 -1.0995 -4.8476 0.00 0.00 0.00
H 3.7288 0.9004 0.3672 0.02 0.00 -0.01
H 2.4905 0.8858 -2.8604 0.03 0.00 0.05
C 6.0387 0.8081 -2.0633 0.01 0.02 -0.02
Sb -2.5024 0.6751 -0.9802 -0.05 0.01 -0.05
H 2.3954 -0.0935 -4.6774 -0.01 -0.02 -0.04
H -0.6824 1.9982 -5.2966 0.01 0.02 -0.01
H 6.6647 1.6003 -1.6694 0.00 0.00 0.00
C 0.5460 -4.9374 -3.4767 0.02 -0.01 0.00
C -3.8175 0.5437 -3.8120 0.02 -0.01 -0.01
H -0.4929 3.5632 3.8094 0.00 0.00 0.00
C 1.4725 -0.6454 -4.8404 0.00 -0.04 -0.03
C -0.3988 2.0479 -4.2460 -0.02 -0.01 -0.03
C 4.2484 -0.7500 -1.8022 0.02 -0.01 -0.02
C 2.5655 -2.1588 2.2992 -0.02 0.03 -0.03
C 4.7964 0.8193 0.1217 -0.01 0.03 0.01
Sb 2.7362 -1.6186 -0.6294 0.03 0.07 0.13
C 4.2155 -3.0098 3.8024 0.00 0.01 -0.01
H 2.3382 -6.0965 -3.4428 0.00 0.00 0.00
C 0.2975 3.3382 1.8262 -0.01 0.00 0.03
H 4.2420 -5.6695 -2.1540 0.00 0.00 0.00
H 1.1406 -0.4971 -5.8684 0.01 -0.01 -0.01
C 2.5605 -4.3351 -2.2466 0.00 0.01 0.00
H -4.8744 0.2863 -1.9712 0.01 0.00 0.01
H 5.2471 0.1702 0.8761 0.00 0.00 -0.01
C -0.8030 -2.7146 0.8001 -0.01 -0.01 -0.02
C -4.7146 2.0047 -5.5205 0.00 -0.01 0.00
H 4.0358 -4.6611 -0.7247 0.00 0.00 -0.02
C 3.4787 -2.2419 1.2420 0.02 -0.05 0.00
H 3.8859 -2.0611 -3.4771 0.01 0.00 0.00
H -1.4815 -4.4827 1.7732 0.00 0.00 0.00
H -3.4953 -0.8337 1.0473 0.00 -0.02 -0.01
H 1.5637 -1.7857 2.1255 0.00 -0.03 0.01
N 0.1129 1.1610 0.8842 0.01 -0.14 0.03
H 0.0275 -5.6350 -4.1214 0.00 0.00 0.00
C -1.5302 -2.7575 3.0698 0.01 0.02 -0.02
Sb -0.1003 0.0539 -3.6092 -0.12 0.08 0.03
C 1.2897 2.7237 -0.4200 0.03 -0.03 -0.04
C -4.7198 1.5233 -4.2191 0.00 0.00 0.00
C 4.7846 -2.6964 1.4554 0.02 0.00 0.00
H 4.6846 -3.9695 -2.2174 0.00 0.00 -0.02
C 5.8646 -2.7812 0.4118 0.00 0.02 -0.02
H 6.1229 -3.4395 2.9466 0.00 0.00 0.00
H -1.1170 1.1843 4.0081 0.00 0.00 0.00
H -4.6130 0.4710 0.6160 0.00 0.01 -0.01
C -3.5679 0.2231 0.7997 -0.01 0.05 0.00
C 2.3205 1.7654 -2.2585 0.02 0.02 0.02
C 2.9983 2.9350 -2.5398 -0.01 0.02 0.01
H 7.0910 0.7303 -3.9278 0.00 0.00 0.00
C 2.7709 4.0501 -1.7511 -0.01 -0.01 -0.01
H -2.7080 3.1698 -0.0434 0.00 0.02 -0.01
H -3.2077 0.8337 1.6251 -0.02 -0.02 0.01
C -3.9305 -0.0193 -2.4257 -0.03 0.02 -0.01
C -2.8870 0.0496 -4.7364 -0.03 0.01 0.04
C -0.1139 -3.8051 -3.0121 -0.01 0.01 0.02
H -1.1506 -3.6324 -3.2670 0.00 0.01 0.00
H -0.5975 -3.2306 -0.1248 0.01 0.01 -0.02
H 4.5170 -3.3181 4.7945 0.00 0.00 0.00
W 0.2796 -0.1450 -0.7664 -0.05 -0.09 -0.19
H -2.2011 -1.6434 -3.5545 0.00 -0.01 0.00
C 1.8529 -5.1947 -3.0908 -0.02 0.01 -0.01
H -2.2113 0.1122 -6.7730 0.00 0.00 0.00
H -5.4672 1.8865 -3.5229 0.00 0.00 0.00
C 1.9104 3.9319 -0.6671 -0.01 0.00 -0.01
H -3.9029 -1.1091 -2.3966 0.00 0.00 -0.01
C 5.1189 -3.0788 2.7582 -0.01 0.00 0.01
H 6.3301 -3.7670 0.4277 0.00 0.00 0.00
N 1.4516 1.6457 -1.2355 0.06 0.06 0.04
H 0.5162 2.6255 -4.1413 0.00 0.00 0.02
C 0.5181 2.4446 0.7955 0.05 0.03 -0.01
H 2.2189 -2.4748 4.3917 0.00 0.00 0.00
H -1.5069 -1.5545 -5.1742 0.00 0.01 -0.01
C -1.8611 -0.9611 -4.3304 0.05 -0.04 -0.01
C 5.5008 -0.7079 -3.8584 0.00 0.00 0.02
H 1.6331 -1.7049 -4.6517 -0.01 -0.01 -0.01
H -3.5838 3.0456 -1.5828 0.00 0.00 -0.01
C 1.9177 -3.1731 -1.8040 -0.06 -0.01 -0.01
N -0.5446 -1.3906 0.8445 0.03 -0.01 0.15
C -0.6720 1.5477 3.0938 0.00 -0.01 0.00
C -0.4517 0.6977 2.0255 -0.01 -0.04 -0.01
H 6.6539 -2.0586 0.6295 0.00 0.00 0.00
C -2.6606 2.7906 -1.0636 -0.01 -0.01 0.01
H 1.7506 4.7746 -0.0102 0.00 0.00 0.00
C 6.2810 0.3180 -3.3404 0.00 0.00 0.01
```
Forces are in eV/Å.

For the gap between HOMO and LUMO (alpha / beta), the calculation gives 5.385 / 5.177 eV. As for the HOMO energy (alpha / beta): -17.72 / -17.72 eV. As for the multiplicity: 3. The total energy is -2811.004403 a.u. Its charge is +4. The largest force on an atom comes out at 0.216 eV/Å. The value obtained for the energy relative to the best compared isomer or geometry (same formula, charge and spin) is 0.0 kcal/mol.